Below is a single C5H9N molecule at a distorted geometry, with properties calculated with ωB97M-V/def2-TZVPD.

Atoms and positions in Å:
1 C 0.5414 -1.6578 1.6036
2 C 0.3011 -1.9298 0.2677
3 C -0.4209 -1.1682 -0.7179
4 C -0.4334 0.1356 -0.9963
5 C -0.2216 1.2472 -0.0369
6 N -0.1684 2.6920 -0.5162
7 H 0.7395 -0.6692 2.0343
8 H 0.0506 -2.4030 2.3577
9 H 0.3023 -3.0620 0.0594
10 H -0.5031 -1.8645 -1.5255
11 H -0.1122 0.3881 -2.0166
12 H -1.1576 1.2196 0.7028
13 H 0.6903 1.1872 0.7276
14 H -0.3779 2.8541 -1.5192
15 H 0.7701 3.0308 -0.4245

Computed properties:
**HOMO energy**: -8.0 eV
**E_tot**: -6816.790 eV
**Energy relative to the best compared isomer or geometry (same formula, charge and spin)**: 4.205 eV
**Orbital gap**: 0.291 Eh
**Lowest unoccupied orbital energy**: -0.13 eV
**Charge**: 0
**SMILES string**: C=C/C=C\CN

Below is a gas-phase ion, C2H5N2O2 (charge +1) at a distorted geometry, with properties calculated with ωB97M-V/def2-TZVPD.

Atoms and positions in Å:
1 O -1.9689 -0.0608 -0.4775
2 C -0.9016 -0.1238 0.4038
3 N 0.0119 0.9909 0.1321
4 C 1.2509 0.5423 -0.1571
5 N 1.2811 -0.7645 -0.2914
6 O 0.0643 -1.2537 0.1254
7 H -2.5176 -0.8207 -0.5529
8 H -1.1947 -0.1352 1.5044
9 H -0.2247 1.9587 0.1206
10 H 2.0486 1.0083 -0.5467
11 H 2.1505 -1.3415 -0.2607

Computed properties:
**HOMO energy**: -15.2 eV
**E_tot**: -9220.924 eV
**Energy relative to the best compared isomer or geometry (same formula, charge and spin)**: 1.213 eV
**Orbital gap**: 0.397 Eh
**Lowest unoccupied orbital energy**: -4.42 eV
**Charge**: +1
**SMILES string**: O[C@@H]1NC=[NH+]O1

Below is a molecular structure, C36H42CuF8Ge2O6S, with properties calculated with ωB97M-V/def2-TZVPD.

Atoms and positions in Å:
1 Cu -0.1894 2.2191 -0.0510
2 C -0.1509 0.0411 3.2847
3 C -1.1316 1.1757 3.0496
4 C -1.5476 1.8273 4.3660
5 C -2.3616 0.6884 2.3005
6 O -0.5070 2.1636 2.1967
7 Ge 0.6796 3.3914 2.7275
8 O 2.2695 -0.5934 0.7006
9 C 3.6523 -0.2398 0.8045
10 C 3.6884 0.8476 1.8713
11 C 4.1563 0.3106 -0.5288
12 C 4.4732 -1.4479 1.2425
13 O 1.0747 3.6388 0.9903
14 C 1.9342 4.6354 0.3950
15 C 1.0325 5.6989 -0.2205
16 C 2.8629 5.2457 1.4347
17 C 2.7335 3.9214 -0.6852
18 H -0.6173 -0.7390 3.8897
19 H 0.7400 0.4004 3.8085
20 H 0.1617 -0.3845 2.3328
21 H -2.1283 1.1266 4.9670
22 H -2.1637 2.7067 4.1709
23 H -0.6782 2.1300 4.9555
24 H -2.8500 -0.1160 2.8529
25 H -2.0856 0.3104 1.3167
26 H -3.0692 1.5064 2.1600
27 H 3.1180 1.7125 1.5249
28 H 4.7121 1.1616 2.0809
29 H 3.2360 0.4782 2.7928
30 H 3.3802 0.9235 -0.9885
31 H 4.4217 -0.4908 -1.2198
32 H 5.0456 0.9253 -0.3781
33 H 4.1242 -1.8278 2.2042
34 H 5.5277 -1.1814 1.3354
35 H 4.4020 -2.2555 0.5081
36 H 0.4451 6.1957 0.5516
37 H 0.3420 5.2353 -0.9255
38 H 1.6288 6.4479 -0.7460
39 H 2.3034 5.7722 2.2108
40 H 3.5246 5.9688 0.9558
41 H 3.4830 4.4794 1.9071
42 H 2.0548 3.3965 -1.3616
43 H 3.4173 3.1958 -0.2417
44 H 3.3173 4.6374 -1.2657
45 F -1.7534 4.5766 1.3086
46 C -2.4381 4.1429 0.2039
47 C -1.9014 3.1655 -0.6101
48 C -2.7338 2.8367 -1.6597
49 F -2.3550 1.8787 -2.5653
50 C -3.9737 3.3979 -1.9117
51 F -4.7174 3.0171 -2.9625
52 C -4.4502 4.3719 -1.0545
53 F -5.6441 4.9395 -1.2632
54 C -3.6709 4.7476 0.0243
55 F -4.1245 5.6843 0.8719
56 C 2.3117 -2.0945 -2.0687
57 Ge 1.5782 -1.8790 -0.2987
58 C 1.3541 -3.4828 0.7538
59 C 1.4281 -3.4269 2.1439
60 C 1.2064 -4.5650 2.9061
61 C 0.9095 -5.7696 2.2835
62 C 0.8404 -5.8379 0.8988
63 C 1.0631 -4.6992 0.1373
64 C -1.0881 -1.1780 -2.7303
65 C -1.3175 -0.5045 -4.0101
66 C -2.2019 -1.1500 -5.0001
67 C -2.7311 -2.3522 -4.7789
68 C -2.5618 -3.1018 -3.5391
69 C -3.1871 -4.2746 -3.3590
70 C -3.2683 -5.1412 -2.1781
71 C -3.0547 -4.8844 -0.8865
72 C -2.5816 -3.6016 -0.2609
73 C -1.7409 -2.5044 -2.4116
74 H 1.6947 -2.7938 -2.6300
75 H 3.3256 -2.4887 -2.0008
76 H 2.3112 -1.1380 -2.5856
77 H 1.6570 -2.4870 2.6319
78 H 1.2632 -4.5123 3.9859
79 H 0.7332 -6.6567 2.8781
80 H 0.6129 -6.7775 0.4115
81 H 0.9981 -4.7630 -0.9431
82 H -1.1986 0.5716 -4.0388
83 H -2.4016 -0.6181 -5.9203
84 H -3.3635 -2.8101 -5.5304
85 H -3.7278 -4.6590 -4.2180
86 H -3.6003 -6.1475 -2.4086
87 H -3.2043 -5.6850 -0.1699
88 H -1.5532 -3.7416 0.0895
89 F -0.6881 -3.3899 -2.1196
90 C -2.5982 -2.4355 -1.1784
91 F -3.3672 -3.3254 0.8510
92 F -3.7883 -1.8809 -1.3968
93 S -0.7980 -0.1450 -1.2510
94 O -0.1493 -1.2512 -0.3145
95 O -0.0883 -1.2075 -3.7105
96 O 0.2732 0.7919 -1.6919

Computed properties:
**<S²>**: 0.7531
**HOMO energy (alpha / beta)**: -7.3 / -7.3 eV
**E_tot**: -240542.343 eV
**Energy relative to the best compared isomer or geometry (same formula, charge and spin)**: 4.299 eV
**Orbital gap (alpha / beta)**: 0.250 / 0.251 Eh
**Lowest unoccupied orbital energy (alpha / beta)**: -0.53 / -0.50 eV
**2S+1**: 2
**Charge**: 0

Question: E_tot of number 2 (C2H5N2O2)?
Answer: -9220.924 eV

Question: Among the records above, which one has the lowest E_tot?
Answer: C36H42CuF8Ge2O6S